{"formula": "C21H27N3O6S", "method": "ωB97M-V/def2-TZVPD", "charge": 0, "spin_multiplicity": 1, "energy_ha": -1830.3616, "mol_weight_g_mol": 449.5, "de_lowest_kcal_mol": 8.64, "smiles": "CCCCCCn1nc(C(=O)OCC(=O)N[C@@H]2CCS(=O)(=O)C2)c2ccccc2c1=O", "species": ["C", "H", "C", "C", "C", "C", "C", "N", "N", "C", "C", "C", "C", "C", "C", "C", "C", "O", "H", "H", "H", "H", "C", "O", "O", "C", "C", "O", "N", "H", "C", "C", "H", "H", "S", "O", "O", "C", "C", "H", "H", "H", "H", "H", "H", "H", "H", "H", "H", "H", "H", "H", "H", "H", "H", "H", "H", "H"], "coordinates": [[7.4501, 2.1164, 0.5874], [8.3963, 2.4806, 0.1942], [6.5806, 1.5612, -0.5341], [5.2400, 1.0470, -0.0128], [4.3854, 0.4598, -1.1343], [2.9830, 0.0586, -0.6831], [2.9964, -1.0772, 0.3419], [1.6494, -1.5749, 0.5498], [0.8415, -0.7439, 1.1538], [-0.4169, -1.0176, 1.3180], [-0.9978, -2.2551, 0.8591], [-2.3379, -2.6240, 1.0243], [-2.7896, -3.8286, 0.5337], [-1.9269, -4.6992, -0.1296], [-0.6046, -4.3581, -0.2959], [-0.1280, -3.1421, 0.1976], [1.2786, -2.7987, 0.0000], [2.0952, -3.4956, -0.5707], [0.0923, -5.0092, -0.8014], [-2.2978, -5.6393, -0.5092], [-3.8261, -4.1029, 0.6657], [-3.0111, -1.9571, 1.5370], [-1.2147, 0.0986, 1.8616], [-2.4243, 0.1647, 1.8691], [-0.4351, 1.1078, 2.2805], [-1.1034, 2.3018, 2.6433], [-1.7481, 3.0362, 1.4622], [-2.5123, 3.9594, 1.6339], [-1.3727, 2.5911, 0.2456], [-0.8014, 1.7590, 0.1587], [-2.0596, 3.0169, -0.9577], [-1.2806, 2.5253, -2.1556], [-1.6651, 2.9023, -3.0970], [-0.2101, 2.6809, -2.0787], [-1.6350, 0.7300, -2.0470], [-1.7562, 0.1291, -3.3434], [-0.6662, 0.1486, -1.1468], [-3.2525, 0.8667, -1.2097], [-3.4539, 2.3620, -1.0505], [-3.9807, 2.7783, -1.9102], [-4.0213, 2.5967, -0.1497], [-3.1703, 0.3536, -0.2551], [-3.9946, 0.3868, -1.8370], [-2.1637, 4.1070, -0.9166], [-0.3497, 2.9443, 3.1027], [-1.8991, 2.0996, 3.3695], [3.5936, -1.9162, -0.0203], [3.3782, -0.7263, 1.3019], [2.4655, 0.9147, -0.2461], [2.4058, -0.2705, -1.5501], [4.8903, -0.4122, -1.5553], [4.2927, 1.2015, -1.9313], [5.4272, 0.2858, 0.7463], [4.6995, 1.8686, 0.4630], [7.1088, 0.7451, -1.0319], [6.4046, 2.3423, -1.2773], [7.6598, 1.3448, 1.3249], [6.9468, 2.9405, 1.0886]]}


{"formula": "C21H27N5O4", "method": "ωB97M-V/def2-TZVPD", "charge": 0, "spin_multiplicity": 1, "energy_ha": -1391.0419, "mol_weight_g_mol": 413.5, "de_lowest_kcal_mol": 145.30, "smiles": "O=NOCc1cccc2c1C(=O)NC2=O.CCCC#N.CCCC#N.CCCC#N", "species": ["O", "N", "O", "C", "C", "C", "C", "C", "C", "C", "C", "O", "N", "C", "O", "H", "H", "H", "H", "H", "H", "C", "C", "C", "C", "N", "H", "H", "H", "H", "H", "H", "H", "C", "C", "C", "C", "N", "H", "H", "H", "H", "H", "H", "H", "C", "C", "C", "C", "N", "H", "H", "H", "H", "H", "H", "H"], "coordinates": [[0.4362, -6.5111, 0.6639], [1.1964, -7.0187, -0.0590], [0.9065, -6.7047, -1.4037], [2.0172, -6.0304, -2.0745], [3.2706, -5.9805, -1.2263], [4.2261, -6.9651, -1.2842], [5.3286, -6.8933, -0.4791], [5.5179, -5.8632, 0.4090], [4.5715, -4.8914, 0.4374], [3.4553, -4.9323, -0.3712], [2.5994, -3.7252, -0.1152], [1.5805, -3.3592, -0.6449], [3.2668, -2.9935, 0.9129], [4.4594, -3.6472, 1.2948], [5.2271, -3.2909, 2.1542], [2.1757, -6.5875, -2.9995], [1.6430, -5.0360, -2.3078], [4.0696, -7.7783, -1.9809], [6.0971, -7.6553, -0.5226], [6.3745, -5.8092, 1.0670], [2.5917, -2.8742, 1.6635], [-1.5632, -2.5161, -0.3041], [-2.4130, -1.9377, 0.8221], [-3.6564, -1.1985, 0.3150], [-3.2727, -0.0685, -0.5421], [-2.9610, 0.8180, -1.2094], [-1.1715, -1.7327, -0.9542], [-0.7104, -3.0552, 0.1010], [-2.1441, -3.2110, -0.9148], [-1.8013, -1.2577, 1.4187], [-2.7302, -2.7469, 1.4831], [-4.2381, -0.8160, 1.1543], [-4.2943, -1.8726, -0.2585], [-3.0197, 4.2134, -0.3939], [-3.8672, 4.7841, 0.7368], [-5.1181, 5.5159, 0.2402], [-4.7438, 6.6516, -0.6143], [-4.4390, 7.5423, -1.2792], [-2.6340, 5.0021, -1.0440], [-2.1604, 3.6783, 0.0098], [-3.5978, 3.5220, -1.0077], [-3.2539, 5.4633, 1.3335], [-4.1745, 3.9697, 1.3956], [-5.6977, 5.8917, 1.0840], [-5.7551, 4.8398, -0.3320], [1.3015, 5.5531, -0.6511], [0.3991, 6.6382, -0.0737], [0.5272, 6.7581, 1.4498], [0.1499, 5.4835, 2.1044], [-0.1362, 4.4982, 2.6173], [1.0392, 4.5670, -0.2648], [1.2020, 5.5140, -1.7359], [2.3498, 5.7469, -0.4140], [-0.6375, 6.4206, -0.3389], [0.6540, 7.5927, -0.5372], [-0.1232, 7.5495, 1.8224], [1.5527, 7.0021, 1.7298]]}


{"formula": "C21H27N5O4", "method": "ωB97M-V/def2-TZVPD", "charge": 0, "spin_multiplicity": 1, "energy_ha": -1391.1945, "mol_weight_g_mol": 413.5, "de_lowest_kcal_mol": 49.60, "smiles": "COCCOC(=O)c1c(N)n(CCCN2CCOCC2)c2nc3ccccc3nc12", "species": ["C", "H", "O", "C", "H", "C", "H", "H", "O", "C", "O", "C", "C", "N", "H", "H", "N", "C", "N", "C", "C", "C", "C", "C", "C", "N", "C", "H", "H", "H", "H", "C", "H", "C", "H", "C", "N", "C", "H", "C", "O", "C", "H", "C", "H", "H", "H", "H", "H", "H", "H", "H", "H", "H", "H", "H", "H"], "coordinates": [[1.8457, 2.5907, 5.0651], [1.6750, 2.9673, 6.0822], [0.7464, 1.8514, 4.6054], [-0.4413, 2.6059, 4.5577], [-0.7425, 2.9046, 5.5748], [-1.5419, 1.7610, 3.9264], [-1.4904, 0.7337, 4.3027], [-2.5214, 2.1947, 4.1524], [-1.3782, 1.7529, 2.5192], [-1.3315, 0.5695, 1.8992], [-1.5051, -0.5026, 2.4636], [-1.0557, 0.6776, 0.4887], [-0.9558, -0.4511, -0.3360], [-1.2037, -1.7180, 0.0089], [-1.3690, -1.8166, 1.0072], [-0.7552, -2.4772, -0.5134], [-0.6233, -0.0861, -1.6124], [-0.4971, 1.2785, -1.6526], [-0.1932, 1.9921, -2.6957], [-0.1390, 3.3311, -2.4556], [0.1775, 4.2004, -3.5135], [0.2408, 5.5507, -3.3005], [-0.0083, 6.0835, -2.0266], [-0.3184, 5.2635, -0.9771], [-0.3940, 3.8683, -1.1582], [-0.7089, 3.0925, -0.0946], [-0.7649, 1.8062, -0.3328], [-0.5155, 5.6516, 0.0102], [0.0466, 7.1527, -1.8816], [0.4836, 6.2170, -4.1154], [0.3654, 3.7694, -4.4852], [-0.4617, -0.9660, -2.7396], [-1.2710, -1.7015, -2.7237], [0.9063, -1.6776, -2.7559], [1.4263, -1.4425, -3.6845], [0.7966, -3.2003, -2.6531], [0.4060, -3.6549, -1.3214], [-0.2302, -4.9680, -1.3586], [-1.1183, -4.9151, -1.9925], [-0.6394, -5.3810, 0.0566], [0.4735, -5.4312, 0.9149], [1.1091, -4.1760, 0.9740], [1.9788, -4.3043, 1.6201], [1.5499, -3.7080, -0.4141], [1.9927, -2.7141, -0.3326], [2.3143, -4.4036, -0.7994], [0.4342, -3.4327, 1.4227], [-1.0667, -6.3850, 0.0490], [-1.3847, -4.6710, 0.4457], [0.4544, -5.7280, -1.7690], [1.7570, -3.6523, -2.9480], [0.0409, -3.5429, -3.3650], [1.5166, -1.2908, -1.9391], [-0.5699, -0.3368, -3.6249], [-0.2960, 3.5119, 3.9513], [2.6976, 1.9139, 5.0678], [2.0570, 3.4426, 4.4065]]}


{"formula": "C21H27N8O6S2Ti", "method": "ωB97M-V/def2-TZVPD", "charge": 1, "spin_multiplicity": 1, "energy_ha": -3351.7342, "mol_weight_g_mol": 599.5, "species": ["Ti", "C", "S", "C", "S", "N", "N", "C", "C", "C", "C", "C", "C", "N", "H", "H", "H", "H", "H", "H", "H", "H", "O", "C", "O", "C", "C", "C", "C", "C", "N", "C", "O", "O", "H", "H", "H", "H", "H", "N", "C", "C", "C", "C", "N", "C", "N", "N", "C", "O", "O", "H", "H", "H", "H", "H", "H", "H", "H", "H", "H", "H", "H", "H", "H"], "coordinates": [[-0.7865, 0.2940, -1.3788], [-1.7315, -5.0015, 1.9540], [-0.3954, -4.4195, 0.8831], [-1.0667, -2.7859, 0.4892], [-1.1749, -1.5971, 1.6790], [-1.4306, -2.7694, -0.7596], [-1.7650, -1.6101, -1.3823], [-2.6972, -1.7307, -2.2600], [-3.0982, -0.5565, -3.0254], [-4.0840, -0.6166, -3.9974], [-4.4519, 0.5443, -4.6519], [-3.8389, 1.7350, -4.2927], [-2.8637, 1.7107, -3.3135], [-2.4849, 0.5924, -2.6918], [-1.3525, -5.8579, 2.5096], [-2.5837, -5.3114, 1.3532], [-2.0184, -4.2065, 2.6399], [-3.2046, -2.6809, -2.3818], [-4.5482, -1.5669, -4.2241], [-5.2051, 0.5250, -5.4282], [-4.1118, 2.6718, -4.7561], [-2.3749, 2.6257, -3.0091], [-2.7733, 2.7447, 1.1703], [-1.9910, 2.2475, 0.2235], [-1.9216, 0.9915, 0.0252], [-1.2098, 3.0568, -0.6259], [-1.0840, 4.4268, -0.7315], [-0.2513, 4.9618, -1.7187], [0.4077, 4.1102, -2.6217], [0.2575, 2.7478, -2.5127], [-0.5146, 2.2127, -1.4883], [0.6786, 1.6748, -3.3657], [1.4408, 1.8116, -4.4381], [0.2587, 0.5230, -3.0912], [-3.1870, 2.0029, 1.6392], [-1.6391, 5.0718, -0.0627], [-0.1388, 6.0317, -1.8078], [1.0121, 4.5412, -3.4125], [1.6851, 2.7369, -4.5721], [1.3353, 1.5982, 0.8264], [1.9562, 0.3318, 1.2019], [3.5012, 0.4266, 1.2433], [4.2842, -0.7964, 1.7118], [3.9501, -1.2161, 3.1330], [2.6916, -1.9548, 3.1507], [2.0360, -2.2675, 4.2497], [2.5059, -1.8951, 5.4498], [0.9248, -2.9990, 4.1823], [1.5162, -0.8034, 0.2797], [1.9200, -1.9367, 0.4795], [0.7465, -0.5037, -0.7198], [1.8023, 2.0047, 0.0221], [1.4167, 2.2650, 1.5831], [1.5574, 0.0739, 2.1869], [3.7565, 1.2736, 1.8873], [3.8378, 0.6885, 0.2347], [5.3501, -0.5622, 1.6857], [4.1258, -1.6290, 1.0318], [3.8633, -0.3235, 3.7648], [4.7570, -1.8326, 3.5368], [2.2678, -2.1406, 2.2325], [3.3104, -1.3017, 5.5292], [1.9929, -2.1076, 6.2860], [0.4994, -3.1829, 3.2769], [0.3333, -3.0911, 4.9895]]}